Record 1
Entry from the Open Molecules 2025 dataset: a single F2NOP molecule in a non-equilibrium geometry (the ωB97M-V functional and the def2-TZVPD basis).

```
5
Properties=species:S:1:pos:R:3:forces:R:3:nbo_charge:R:1
O 1.819 -0.511 0.057 -2.9 2.4 -0.4 -0.1932
N 0.900 0.325 -0.159 5.2 -1.6 -0.4 -0.2379
P -0.583 0.158 0.641 -1.6 -1.4 -0.4 1.5519
F -0.866 -1.187 -0.231 -0.5 0.7 0.8 -0.5647
F -1.270 1.215 -0.308 -0.2 -0.1 0.3 -0.5561
```
Forces are in eV/Å.

Values from the calculation:
LUMO level (alpha / beta)   -1.55 / -1.77 eV
HOMO level (alpha / beta)   -0.3636 / -0.3719 hartree
HOMO-LUMO gap (alpha / beta)   8.3416 / 8.3483 eV
Largest force on an atom   5.5 eV/Å
Energy   -671.0414 hartree
SMILES   O=NP(F)F
Energy relative to the best compared isomer or geometry (same formula, charge and spin)   0.202 eV

Record 2
Entry from the Open Molecules 2025 dataset: a single C19H17N3O7S2 molecule in a non-equilibrium geometry (the ωB97M-V functional and the def2-TZVPD basis).

```
48
Properties=species:S:1:pos:R:3:forces:R:3:nbo_charge:R:1
C 5.244 3.111 -1.307 0.1 0.2 -0.2 -0.2523
O 4.876 2.097 -0.400 -0.1 -0.2 0.2 -0.4750
C 3.588 1.989 -0.033 -0.1 -0.2 0.3 0.2999
C 2.577 2.907 -0.320 0.3 0.0 -0.1 -0.3004
C 1.288 2.701 0.128 -0.1 -0.3 0.2 -0.1365
C 0.966 1.585 0.900 0.8 0.2 -0.3 -0.1426
C -0.381 1.323 1.345 -1.0 -0.3 0.4 0.0676
N -1.363 2.043 0.969 1.6 0.1 -1.2 -0.2342
N -2.600 1.857 1.375 -1.7 0.0 1.3 -0.3052
C -3.339 0.869 1.123 0.8 -0.3 -0.7 0.2763
N -4.659 0.830 1.513 -0.2 0.3 0.6 -0.6137
C -5.465 -0.162 1.054 0.2 -0.2 0.1 0.6948
O -6.643 -0.258 1.280 -0.2 0.0 -0.1 -0.5734
C -4.675 -1.175 0.230 0.1 -0.1 -0.1 -0.4277
C -5.292 -1.364 -1.154 0.0 0.1 0.1 -0.5224
C -5.221 -0.143 -2.046 0.1 -0.2 -0.4 0.7990
O -5.233 -0.184 -3.243 0.0 -0.1 -0.1 -0.5756
O -5.168 1.004 -1.359 -0.1 0.4 0.4 -0.6999
S -2.947 -0.599 0.180 0.1 0.1 0.1 0.2084
C 1.973 0.662 1.194 0.0 0.3 0.0 -0.2123
C 3.255 0.848 0.721 -0.5 0.8 -0.3 0.2602
O 4.210 -0.124 0.918 0.6 -0.6 -0.3 -0.6823
S 4.338 -1.152 -0.343 -0.2 -0.3 -0.3 2.3789
O 5.494 -1.945 -0.096 -0.2 0.1 0.4 -0.9034
O 4.224 -0.426 -1.570 -0.2 0.0 0.2 -0.9192
C 2.847 -2.098 -0.087 0.5 0.3 -0.2 -0.3668
C 2.855 -3.127 0.831 0.1 -0.1 0.1 -0.1756
C 1.667 -3.783 1.113 0.1 0.0 0.0 -0.2139
C 0.494 -3.387 0.486 0.0 0.0 0.0 -0.1861
C 0.502 -2.351 -0.436 0.1 0.0 0.0 -0.2327
C 1.690 -1.700 -0.728 -0.1 0.0 -0.2 -0.1280
H 5.111 4.106 -0.869 0.0 -0.1 0.0 0.1762
H 4.673 3.035 -2.236 0.0 0.0 0.0 0.1846
H 6.299 2.945 -1.516 -0.1 0.1 0.0 0.2081
H 2.795 3.784 -0.908 0.1 0.1 0.0 0.2260
H 0.507 3.405 -0.110 -0.1 0.1 0.0 0.2350
H -0.521 0.470 2.017 -0.1 0.0 0.1 0.1703
H -5.040 1.607 2.033 0.0 -0.1 0.0 0.4344
H -4.688 -2.136 0.754 -0.1 0.2 0.0 0.2579
H -4.823 -2.195 -1.683 -0.1 0.1 0.0 0.2477
H -6.353 -1.600 -1.019 0.1 0.0 0.0 0.2684
H -5.148 1.762 -1.964 0.0 -0.3 -0.1 0.5112
H 1.753 -0.219 1.778 0.0 -0.1 0.1 0.2272
H 3.787 -3.395 1.303 0.1 -0.1 0.1 0.2429
H 1.653 -4.594 1.824 0.0 -0.1 0.0 0.2228
H -0.433 -3.890 0.716 -0.1 -0.1 0.0 0.2181
H -0.415 -2.042 -0.914 -0.1 0.0 -0.1 0.2242
H 1.739 -0.895 -1.443 -0.1 0.1 -0.1 0.2391
```
Forces are in eV/Å.

Values from the calculation:
LUMO level   0.17 eV
HOMO level   -0.3071 hartree
HOMO-LUMO gap   8.5296 eV
Largest force on an atom   2.1 eV/Å
Energy   -2221.5421 hartree
SMILES   COc1ccc(/C=N/N=C2/NC(=O)[C@@H](CC(=O)O)S2)cc1OS(=O)(=O)c1ccccc1
Energy relative to the best compared isomer or geometry (same formula, charge and spin)   0.000 eV

Record 3
Entry from the Open Molecules 2025 dataset: a gas-phase ion, C5H6NO (charge +1) in a non-equilibrium geometry (the ωB97M-V functional and the def2-TZVPD basis).

```
13
Properties=species:S:1:pos:R:3:forces:R:3:nbo_charge:R:1
C 0.428 -0.131 0.025 1.5 0.1 1.2 0.5967
C 0.553 -0.685 -2.647 1.7 4.0 -0.3 0.4199
C -0.117 -0.322 -1.281 -1.5 1.0 -2.1 0.0445
C -1.536 0.218 -1.392 0.3 -0.3 0.0 -0.6369
C 1.261 0.305 2.364 0.8 0.4 2.2 -0.4696
N 0.814 0.108 1.085 -1.3 -0.8 -3.6 -0.1449
O 0.117 -1.605 -1.936 -1.5 -4.5 2.4 -0.4149
H -2.184 -0.198 -0.626 -0.1 0.0 0.2 0.2418
H -1.942 -0.052 -2.365 0.2 -0.1 0.0 0.2743
H -1.534 1.305 -1.334 0.1 0.1 0.1 0.2590
H 0.410 0.511 3.019 0.1 0.0 -0.1 0.2743
H 1.959 1.146 2.382 -0.1 -0.1 0.0 0.2766
H 1.770 -0.600 2.706 0.0 0.1 0.0 0.2790
```
Forces are in eV/Å.

Values from the calculation:
LUMO level (alpha / beta)   -4.73 / -7.42 eV
HOMO level (alpha / beta)   -0.4336 / -0.6042 hartree
HOMO-LUMO gap (alpha / beta)   7.0703 / 9.0200 eV
Largest force on an atom   5.3 eV/Å
Energy   -323.5730 hartree
Charge   +1
Energy relative to the best compared isomer or geometry (same formula, charge and spin)   2.996 eV
Spin multiplicity   3

Record 4
Entry from the Open Molecules 2025 dataset: a molecular structure, C42H39N7OPdS3 (the ωB97M-V functional and the def2-TZVPD basis).

```
93
Properties=species:S:1:pos:R:3:forces:R:3:mulliken_spin:R:1
Pd 1.909 -0.292 -1.730 0.3 -0.5 -0.4 1.3461
N -0.083 -0.385 -2.186 0.1 0.7 0.2 0.1918
S -1.132 0.617 -1.854 0.0 -0.1 0.1 0.0401
N -2.065 0.313 -0.551 -0.1 -0.2 -0.2 0.0026
S -1.599 0.188 0.908 0.2 0.2 0.1 -0.0054
N -0.090 0.291 1.223 -0.1 -0.2 0.3 -0.0014
S 1.215 -0.678 1.383 0.2 0.2 -0.1 0.0549
N 2.210 -0.711 0.292 -0.5 0.1 -0.1 0.1332
C 0.649 -2.297 1.871 -0.1 0.1 -0.1 0.0067
C 0.170 -2.549 3.150 -0.1 0.0 0.0 0.0009
C -0.202 -3.844 3.473 -0.1 0.0 0.0 0.0001
C -0.091 -4.858 2.529 0.0 0.0 0.0 0.0014
C 0.379 -4.585 1.251 -0.1 -0.1 0.0 -0.0028
C 0.751 -3.294 0.914 0.0 0.1 0.0 0.0072
C 1.928 -0.016 2.870 -0.1 -0.1 0.0 0.0123
C 2.815 -0.833 3.561 0.0 0.0 0.0 -0.0014
C 3.469 -0.321 4.669 0.0 0.0 0.0 -0.0006
C 3.246 0.993 5.062 0.0 0.0 0.0 0.0012
C 2.383 1.806 4.340 0.0 0.0 0.0 0.0012
C 1.717 1.306 3.231 0.0 0.0 -0.1 -0.0009
C -2.498 -1.230 1.489 0.1 0.1 0.0 0.0011
C -3.104 -1.196 2.739 0.1 0.0 0.0 0.0002
C -3.903 -2.263 3.114 0.0 -0.1 0.0 0.0002
C -4.083 -3.334 2.250 0.0 0.0 0.0 -0.0001
C -3.458 -3.356 1.008 0.0 -0.1 0.0 0.0001
C -2.662 -2.295 0.612 0.1 0.0 0.0 -0.0027
C -2.299 1.549 1.803 0.1 0.1 -0.1 0.0027
C -1.773 1.898 3.041 0.0 0.0 0.0 -0.0004
C -2.319 2.979 3.712 0.0 0.0 0.0 -0.0002
C -3.369 3.693 3.144 0.0 0.0 0.0 0.0003
C -3.891 3.320 1.913 0.0 0.0 0.0 -0.0002
C -3.360 2.236 1.231 0.0 -0.1 0.0 0.0002
C -2.400 0.643 -3.094 -0.1 -0.1 0.2 0.0179
C -2.181 1.400 -4.235 0.1 0.0 0.0 0.0039
C -3.127 1.364 -5.245 0.0 0.0 0.0 -0.0011
C -4.262 0.574 -5.109 0.0 0.0 0.0 0.0041
C -4.456 -0.193 -3.967 0.0 0.0 0.0 -0.0014
C -3.521 -0.163 -2.944 0.1 0.1 0.0 -0.0022
C -0.743 2.361 -1.620 0.0 -0.1 -0.1 0.0218
C -1.805 3.259 -1.647 0.0 0.1 0.0 0.0020
C -1.561 4.595 -1.375 0.0 0.0 0.0 0.0011
C -0.271 5.019 -1.076 0.0 0.0 0.0 -0.0001
C 0.777 4.110 -1.052 0.0 0.1 0.0 -0.0024
C 0.546 2.770 -1.327 -0.2 0.0 0.0 0.0096
H 0.110 -1.754 3.885 0.0 -0.1 0.0 0.0005
H -0.570 -4.067 4.467 0.0 0.0 0.0 0.0000
H -0.374 -5.869 2.795 0.0 0.0 0.0 0.0000
H 0.460 -5.378 0.518 0.0 0.0 0.0 -0.0001
H 1.124 -3.050 -0.071 0.1 0.0 -0.1 -0.0062
H 2.988 -1.852 3.235 0.0 0.0 0.1 -0.0026
H 4.159 -0.947 5.219 0.0 0.0 0.0 0.0000
H 3.756 1.388 5.931 0.0 0.0 0.0 0.0001
H 2.234 2.837 4.635 0.0 0.0 0.0 0.0000
H 1.058 1.932 2.644 0.0 0.0 0.0 -0.0011
H -2.977 -0.344 3.394 -0.1 -0.1 0.0 0.0000
H -4.398 -2.250 4.077 0.0 0.0 0.0 0.0000
H -4.726 -4.155 2.542 0.0 0.0 0.0 0.0000
H -3.603 -4.195 0.340 0.0 0.0 0.0 0.0000
H -2.185 -2.274 -0.361 0.0 0.0 0.0 -0.0008
H -0.952 1.335 3.465 0.0 0.0 0.0 0.0000
H -1.926 3.266 4.679 0.0 0.0 0.0 0.0000
H -3.784 4.543 3.669 0.0 0.0 0.0 0.0000
H -4.717 3.871 1.482 0.0 0.0 0.0 0.0000
H -3.754 1.917 0.276 0.0 0.1 0.0 -0.0001
H -1.288 2.006 -4.333 -0.1 0.0 0.0 0.0003
H -2.981 1.954 -6.140 0.0 0.0 0.0 0.0001
H -5.002 0.557 -5.898 0.0 0.0 0.0 0.0002
H -5.337 -0.813 -3.870 0.0 0.0 0.0 0.0000
H -3.654 -0.742 -2.040 -0.1 0.0 0.0 -0.0004
H -2.804 2.921 -1.890 0.0 0.0 0.0 0.0007
H -2.376 5.307 -1.401 0.0 0.0 0.0 0.0000
H -0.085 6.065 -0.869 0.0 0.0 0.0 -0.0001
H 1.781 4.449 -0.826 0.0 0.0 0.0 0.0003
H 1.356 2.062 -1.312 0.2 -0.1 0.0 0.0154
C 6.244 1.019 -3.006 0.0 0.0 0.0 0.0016
C 5.785 1.249 -1.717 0.1 0.1 0.0 0.0044
C 4.427 1.201 -1.478 0.0 0.1 -0.1 -0.0039
N 3.537 0.938 -2.452 0.1 -0.4 0.2 0.1240
C 3.982 0.735 -3.701 -0.1 0.2 0.0 0.0047
C 5.326 0.773 -4.015 0.0 0.1 0.0 0.0040
H 7.305 1.032 -3.222 0.0 0.0 0.0 0.0002
H 6.466 1.460 -0.904 0.0 0.0 0.0 0.0007
H 4.023 1.380 -0.491 0.0 -0.1 0.0 -0.0050
H 3.234 0.542 -4.455 0.0 -0.1 0.0 0.0051
H 5.643 0.606 -5.035 0.0 0.0 0.0 0.0008
N 3.236 -3.499 -2.016 -0.2 0.1 -0.2 0.0011
C 2.933 -3.058 -3.276 0.2 0.0 0.0 -0.0004
N 2.968 -3.979 -4.262 -0.1 -0.1 0.0 0.0006
O 2.649 -1.878 -3.509 -0.1 0.1 0.2 0.0128
H 3.685 -4.387 -1.878 0.0 0.0 0.0 -0.0004
H 3.436 -2.781 -1.341 0.0 0.0 0.1 0.0021
H 3.095 -4.959 -4.084 0.0 0.0 0.0 0.0002
H 2.636 -3.705 -5.170 0.0 0.0 0.0 -0.0004
```
Forces are in eV/Å.

Values from the calculation:
LUMO level (alpha / beta)   -4.53 / -6.23 eV
HOMO level (alpha / beta)   -0.4846 / -0.4911 hartree
HOMO-LUMO gap (alpha / beta)   8.6538 / 7.1358 eV
Largest force on an atom   0.8 eV/Å
Energy   -3404.1214 hartree
Charge   +2
Energy relative to the best compared isomer or geometry (same formula, charge and spin)   0.405 eV
Spin multiplicity   3